Record 1
Molecular formula: C7H13Cl
Method: DFT, the ωB97M-V functional and the def2-TZVPD basis

Calculated values
Spin multiplicity   1
Charge   0
Calculated total energy   -19990.3754 eV
ΔE to the lowest compared entry with this formula, charge and spin   161.37 kJ/mol
SMILES string   CC(C)(C)[C@@H]1C[C@H]1Cl

Structure (XYZ):
```
21
C7H13Cl, DFT the ωB97M-V functional and the def2-TZVPD basis
C -1.07 1.43 0.66
C -0.25 0.51 -0.20
C -1.09 0.28 -1.51
C 1.07 1.17 -0.65
C -0.21 -0.88 0.54
C 0.98 -1.24 1.45
C 0.70 -2.00 0.19
Cl 0.15 -3.65 0.16
H -2.06 1.70 0.22
H -0.49 2.38 0.83
H -1.24 1.07 1.77
H -1.22 1.31 -1.82
H -0.41 -0.23 -2.26
H -2.09 -0.12 -1.36
H 0.89 2.00 -1.40
H 1.86 0.49 -1.12
H 1.53 1.49 0.32
H -1.25 -1.19 0.82
H 2.00 -0.71 1.69
H 0.77 -1.86 2.40
H 1.41 -1.93 -0.74
```



Record 2
Molecular formula: C4H6ClN2OS
Method: DFT, the ωB97M-V functional and the def2-TZVPD basis

Calculated values
Spin multiplicity   1
Charge   +1
Calculated total energy   -32621.0231 eV
ΔE to the lowest compared entry with this formula, charge and spin   131.91 kJ/mol

Structure (XYZ):
```
15
C4H6ClN2OS, DFT the ωB97M-V functional and the def2-TZVPD basis
C 0.37 -1.03 -1.13
C 0.94 -1.11 0.11
C -0.52 0.50 0.25
C -1.41 0.56 -2.10
N -0.52 -0.01 -1.01
N 0.33 -0.18 0.93
O 2.19 -0.73 3.46
S 1.77 0.58 3.12
Cl 0.43 1.41 4.37
H 0.81 -1.33 -2.08
H 1.80 -1.72 0.49
H -1.41 1.06 0.57
H -1.34 1.64 -2.11
H -0.98 0.03 -3.07
H -2.45 0.34 -1.81
```



Record 3
Molecular formula: C2H2F2N2O4
Method: DFT, the ωB97M-V functional and the def2-TZVPD basis

Calculated values
Spin multiplicity   1
Charge   0
Calculated total energy   -18702.7116 eV
ΔE to the lowest compared entry with this formula, charge and spin   0.00 kJ/mol

Structure (XYZ):
```
12
C2H2F2N2O4, DFT the ωB97M-V functional and the def2-TZVPD basis
C -0.22 0.20 1.20
C -1.73 -0.05 -0.21
N -2.66 1.03 0.09
N -2.25 -1.48 0.21
O -3.52 1.27 -0.71
O -2.52 1.57 1.13
O -2.64 -1.61 1.34
O -2.13 -2.29 -0.60
F 0.76 -0.63 0.86
F -1.37 -0.19 -1.44
H 0.11 1.26 1.12
H -0.84 -0.11 1.89
```



Record 4
Molecular formula: C25H20CrNO3
Method: DFT, the ωB97M-V functional and the def2-TZVPD basis

Calculated values
Spin multiplicity   4
Charge   +2
Calculated total energy   -62282.8135 eV
ΔE to the lowest compared entry with this formula, charge and spin   64.92 kJ/mol

Structure (XYZ):
```
50
C25H20CrNO3, DFT the ωB97M-V functional and the def2-TZVPD basis
C -7.68 -0.10 -0.18
C -6.99 1.12 -0.31
C -5.62 1.12 -0.59
C -4.91 -0.09 -0.73
C -3.43 -0.11 -1.12
N -2.35 -0.45 -0.22
C -5.61 -1.30 -0.61
C -6.99 -1.30 -0.34
H -8.74 -0.10 0.02
H -7.52 2.07 -0.20
H -5.08 2.07 -0.74
H -3.35 -0.82 -1.95
H -3.18 0.88 -1.51
H -2.51 -1.14 0.51
H -1.72 0.34 0.04
H -5.08 -2.23 -0.79
H -7.51 -2.25 -0.25
O 7.20 0.75 0.99
C 6.20 1.32 0.81
Cr 4.60 2.15 0.19
C 4.35 0.54 -0.76
O 4.31 -0.46 -1.35
C 5.70 2.65 -1.27
O 6.46 2.77 -2.15
C 4.46 3.95 1.39
C 4.20 2.83 2.19
C 3.24 1.89 1.80
C 2.44 2.10 0.64
C 1.51 1.07 0.20
C 0.76 0.15 -0.14
C -0.01 -0.91 -0.58
C 0.30 -2.25 -0.19
C -0.32 -3.37 -0.81
C 0.02 -4.66 -0.44
C 0.96 -4.88 0.59
C 1.60 -3.79 1.21
C 1.25 -2.48 0.84
C 2.79 3.18 -0.19
C 3.75 4.12 0.20
H 5.23 4.67 1.69
H 4.78 2.65 3.11
H 3.08 0.98 2.39
H -0.68 -0.82 -1.43
H -1.02 -3.18 -1.62
H -0.45 -5.51 -0.93
H 1.24 -5.89 0.88
H 2.35 -3.94 1.99
H 1.76 -1.62 1.28
H 2.28 3.29 -1.15
H 3.96 4.98 -0.44
```



Record 5
Molecular formula: C27H55BrCrN6O3S2Si
Method: DFT, the ωB97M-V functional and the def2-TZVPD basis

Calculated values
Spin multiplicity   4
Charge   +3
Calculated total energy   -171969.3224 eV
ΔE to the lowest compared entry with this formula, charge and spin   27.32 kJ/mol

Structure (XYZ):
```
96
C27H55BrCrN6O3S2Si, DFT the ωB97M-V functional and the def2-TZVPD basis
Cr 0.37 -0.19 0.12
N -0.58 -1.40 1.67
C -0.31 -0.85 3.02
C -1.48 -0.98 4.00
C -2.68 -0.07 3.77
C -2.45 1.42 4.09
N -1.68 1.65 5.31
C -2.15 1.97 6.51
N -3.46 2.05 6.75
N -1.29 2.21 7.50
C 0.12 0.59 2.87
O 0.40 1.26 3.84
O 0.14 1.01 1.63
H -1.57 -1.31 1.46
H -0.37 -2.39 1.63
H 0.54 -1.38 3.46
H -1.08 -0.82 5.00
H -1.82 -2.02 3.97
H -3.49 -0.46 4.38
H -3.03 -0.12 2.73
H -3.42 1.92 4.15
H -1.91 1.91 3.29
H -0.68 1.62 5.17
H -4.14 1.93 6.03
H -3.80 2.34 7.65
H -0.30 2.17 7.35
H -1.61 2.47 8.42
N 2.96 -2.71 -3.00
C 2.61 -1.89 -2.01
N 3.55 -1.22 -1.37
S 0.93 -1.76 -1.65
H 3.92 -2.84 -3.27
H 2.25 -3.22 -3.49
H 4.52 -1.31 -1.59
H 3.28 -0.56 -0.66
C -5.61 0.08 -2.76
C -4.87 -0.88 -3.70
C -3.68 -0.12 -4.32
C -5.83 -1.36 -4.81
Si -4.35 -2.45 -2.82
Br -1.80 -0.17 -0.91
C -3.33 -3.71 -3.74
C -4.36 -4.75 -4.25
C -2.60 -3.10 -4.94
C -2.28 -4.40 -2.85
C -5.24 -2.96 -1.26
C -6.70 -3.24 -1.71
C -4.66 -4.24 -0.63
C -5.23 -1.86 -0.18
H -5.93 0.95 -3.36
H -4.97 0.46 -1.96
H -6.51 -0.35 -2.33
H -4.07 0.82 -4.73
H -3.21 -0.66 -5.13
H -2.92 0.14 -3.58
H -6.17 -0.48 -5.36
H -6.72 -1.86 -4.41
H -5.35 -2.04 -5.52
H -5.12 -4.31 -4.90
H -4.87 -5.28 -3.44
H -3.82 -5.50 -4.84
H -3.28 -2.63 -5.65
H -2.08 -3.90 -5.47
H -1.86 -2.36 -4.63
H -2.72 -5.01 -2.07
H -1.59 -3.69 -2.40
H -1.70 -5.08 -3.49
H -6.76 -4.04 -2.46
H -7.19 -2.35 -2.13
H -7.27 -3.56 -0.84
H -4.70 -5.09 -1.30
H -5.27 -4.49 0.24
H -3.63 -4.10 -0.29
H -5.78 -0.97 -0.48
H -4.21 -1.56 0.08
H -5.72 -2.26 0.72
C 7.72 3.81 -1.63
C 6.39 3.35 -1.08
C 6.10 3.47 0.27
C 4.87 3.06 0.78
C 3.93 2.54 -0.10
C 4.19 2.40 -1.46
C 5.42 2.80 -1.94
S 2.39 2.09 0.61
C 1.32 3.27 -0.20
O 2.02 0.74 -0.17
H 8.42 4.04 -0.84
H 7.58 4.71 -2.24
H 8.16 3.05 -2.28
H 6.84 3.88 0.94
H 4.65 3.15 1.84
H 3.45 1.98 -2.13
H 5.64 2.71 -2.99
H 1.40 3.11 -1.27
H 1.68 4.26 0.07
H 0.31 3.12 0.16
```



Record 6
Molecular formula: C14H15NO2Ti
Method: DFT, the ωB97M-V functional and the def2-TZVPD basis

Calculated values
Spin multiplicity   1
Charge   0
Calculated total energy   -43459.4846 eV

Structure (XYZ):
```
33
C14H15NO2Ti, DFT the ωB97M-V functional and the def2-TZVPD basis
C 2.21 2.64 -1.88
C 1.06 2.94 -1.09
C 0.03 1.98 -1.41
C 0.56 1.08 -2.39
C 1.89 1.52 -2.70
Ti 1.66 0.87 -0.40
N 2.78 -0.47 -1.26
C 0.35 2.70 1.75
C -0.84 3.14 1.35
H -0.99 2.00 -1.02
H 0.94 3.77 -0.40
H 0.01 0.27 -2.85
H 2.54 1.09 -3.46
H 3.14 3.22 -1.88
H -0.98 3.87 0.56
H 0.41 1.96 2.56
H 3.36 -1.31 -1.19
H -1.75 2.80 1.86
H 1.31 3.18 1.49
O -0.87 0.00 2.51
C -0.42 -0.54 1.51
O 0.52 -0.02 0.72
C -0.93 -1.88 1.09
C -0.52 -2.52 -0.09
C -1.05 -3.76 -0.44
C -1.98 -4.39 0.41
C -2.39 -3.76 1.59
C -1.87 -2.50 1.92
H 0.23 -2.04 -0.73
H -0.75 -4.25 -1.37
H -2.39 -5.37 0.14
H -3.10 -4.24 2.26
H -2.17 -1.99 2.83
```



Record 7
Molecular formula: C12H21Cl2N5Sn
Method: DFT, the ωB97M-V functional and the def2-TZVPD basis

Calculated values
Spin multiplicity   1
Charge   +2
Calculated total energy   -51095.6744 eV
ΔE to the lowest compared entry with this formula, charge and spin   34.81 kJ/mol

Structure (XYZ):
```
41
C12H21Cl2N5Sn, DFT the ωB97M-V functional and the def2-TZVPD basis
Sn 0.45 0.17 -0.09
N 1.58 -0.15 -2.53
C 0.62 0.55 -3.41
C -0.75 -0.08 -3.27
N -1.40 0.11 -1.95
C -2.28 -1.05 -1.68
C -1.48 -2.26 -1.21
N -0.78 -1.92 0.04
C -2.19 1.36 -1.89
C -1.48 2.53 -1.22
N -1.05 2.13 0.12
H 2.48 0.32 -2.55
H 1.75 -1.09 -2.88
H 0.92 0.49 -4.46
H 0.60 1.60 -3.14
H -0.63 -1.15 -3.44
H -1.41 0.30 -4.06
H -2.86 -1.32 -2.56
H -2.97 -0.79 -0.88
H -0.74 -2.56 -1.95
H -2.17 -3.10 -1.08
H -0.19 -2.70 0.33
H -1.45 -1.79 0.79
H -3.10 1.17 -1.32
H -2.51 1.67 -2.89
H -2.17 3.38 -1.20
H -0.60 2.84 -1.79
H -1.86 1.95 0.71
H -0.55 2.90 0.57
Cl 3.16 -0.57 1.16
C 2.67 -0.42 2.79
C 3.59 -0.49 3.79
C 3.17 -0.39 5.13
C 1.84 -0.21 5.46
C 0.89 -0.09 4.48
Cl -0.75 0.13 4.86
C 1.24 -0.19 3.06
N 0.34 -0.07 2.16
H 4.63 -0.64 3.56
H 3.91 -0.46 5.92
H 1.53 -0.14 6.50
```



Record 8
Molecular formula: C19H32BeCl2N3O4
Method: DFT, the ωB97M-V functional and the def2-TZVPD basis

Calculated values
Spin multiplicity   1
Charge   -1
Calculated total energy   -58331.1440 eV
ΔE to the lowest compared entry with this formula, charge and spin   372.19 kJ/mol

Structure (XYZ):
```
61
C19H32BeCl2N3O4, DFT the ωB97M-V functional and the def2-TZVPD basis
O -0.98 -0.50 0.29
C -1.97 -1.10 1.00
C -1.60 -1.27 2.41
C -0.35 -1.83 2.72
H 0.31 -2.14 1.91
C 0.01 -1.98 4.06
H 0.97 -2.45 4.29
C -0.83 -1.53 5.07
H -0.55 -1.67 6.12
C -2.03 -0.88 4.75
H -2.68 -0.49 5.54
C -2.40 -0.72 3.42
H -3.31 -0.19 3.14
H -2.96 -0.71 0.73
C -2.81 -3.86 1.89
C -3.45 -2.76 1.03
H -3.29 -4.84 1.70
H -2.87 -3.64 2.95
H -1.76 -3.95 1.60
C -3.48 -2.93 -0.35
C -2.30 -3.44 -1.09
H -4.32 -2.59 -0.94
H -2.08 -4.50 -0.90
H -1.38 -2.87 -0.86
H -2.49 -3.33 -2.17
Be 0.15 0.42 0.03
Cl 1.88 -0.69 -0.15
Cl -4.91 -2.15 1.78
C 2.73 0.94 -3.20
O 2.12 1.71 -3.96
N 4.05 0.66 -3.32
C 4.79 1.19 -4.45
C 4.69 -0.38 -2.53
H 2.26 0.43 -2.34
H 4.39 2.17 -4.71
H 4.70 0.53 -5.33
H 5.84 1.25 -4.17
H 4.11 -0.53 -1.61
H 5.72 -0.07 -2.30
H 4.74 -1.33 -3.08
H -1.27 2.63 -4.68
H -0.42 4.75 -3.79
C -0.88 2.03 -3.85
C -0.94 4.37 -2.90
N -0.67 2.95 -2.73
H 0.08 1.58 -4.14
C -0.27 2.46 -1.56
O -0.10 1.22 -1.38
H -0.58 4.89 -2.00
H -0.09 3.20 -0.76
H -1.60 1.25 -3.58
H -2.02 4.54 -3.02
C 0.55 2.53 3.41
C 0.97 1.64 2.27
N 2.06 0.90 2.45
O 0.30 1.58 1.20
H 0.13 1.91 4.22
H -0.22 3.23 3.06
H 1.41 3.08 3.80
H 2.35 0.25 1.70
H 2.61 0.98 3.30
```



Record 9
Molecular formula: C2H7N2PS
Method: DFT, the ωB97M-V functional and the def2-TZVPD basis

Calculated values
Spin multiplicity   1
Charge   0
Calculated total energy   -25287.6064 eV
ΔE to the lowest compared entry with this formula, charge and spin   302.11 kJ/mol

Structure (XYZ):
```
13
C2H7N2PS, DFT the ωB97M-V functional and the def2-TZVPD basis
C -0.99 0.91 0.58
C 0.61 -0.29 -1.69
N 0.43 0.41 0.59
N 1.13 -0.08 -0.37
P 0.93 -2.58 1.75
S -0.43 -1.34 2.36
H -1.21 1.84 -0.04
H -1.65 0.22 0.24
H -1.14 1.26 1.63
H -0.49 -0.57 -1.85
H 0.70 0.67 -2.27
H 1.14 -1.12 -2.28
H 0.98 0.68 1.34
```



Record 10
Molecular formula: C5H8IN2
Method: DFT, the ωB97M-V functional and the def2-TZVPD basis

Calculated values
Spin multiplicity   1
Charge   +1
Calculated total energy   -16382.5387 eV
ΔE to the lowest compared entry with this formula, charge and spin   568.13 kJ/mol

Structure (XYZ):
```
16
C5H8IN2, DFT the ωB97M-V functional and the def2-TZVPD basis
C 1.62 -1.63 -0.39
C 0.19 -1.40 -0.13
C 2.62 -0.90 -0.76
C -0.51 2.04 -0.50
C -1.55 -0.22 0.74
N 0.30 0.82 -0.31
N -0.29 -0.20 0.01
I 4.04 0.17 0.13
H 2.00 -2.66 -0.35
H -0.28 -2.25 0.31
H -0.28 2.70 -1.32
H -1.49 1.61 -0.70
H -0.63 2.53 0.45
H -2.43 -0.32 0.01
H -1.55 -1.04 1.51
H -1.76 0.74 1.28
```



Record 11
Molecular formula: C10H26F2O8S2Zn
Method: DFT, the ωB97M-V functional and the def2-TZVPD basis

Calculated values
Spin multiplicity   1
Charge   -2
Calculated total energy   -102693.9868 eV
ΔE to the lowest compared entry with this formula, charge and spin   0.00 kJ/mol

Structure (XYZ):
```
49
C10H26F2O8S2Zn, DFT the ωB97M-V functional and the def2-TZVPD basis
Zn -0.64 0.83 1.54
C 1.35 -2.07 2.83
C 2.02 -0.71 2.56
O 1.18 0.27 2.11
H 0.65 -1.98 3.67
H 2.16 -2.76 3.12
H 0.90 -2.44 1.91
H 2.77 -0.94 1.77
H 2.53 -0.33 3.46
C -0.86 -0.23 -2.67
C -1.82 0.10 -1.51
O -1.29 0.59 -0.39
H -1.25 -0.88 -3.46
H 0.09 -0.67 -2.34
H -0.51 0.67 -3.20
H -2.40 -0.85 -1.31
H -2.58 0.78 -1.96
F -2.11 1.35 2.79
F -0.45 2.85 1.25
O 4.17 3.12 -1.21
S 2.81 3.04 -0.71
O 2.53 3.67 0.51
O 1.86 3.65 -1.85
C 2.40 4.10 -3.08
C 2.86 2.98 -3.99
C 2.33 1.33 -0.81
H 3.13 4.90 -2.99
H 1.60 4.68 -3.55
H 3.88 2.63 -3.86
H 2.62 3.22 -5.03
H 2.22 2.11 -3.83
H 1.29 1.12 -0.58
H 2.97 0.79 -0.12
H 2.57 0.94 -1.80
O -2.08 -1.99 4.13
S -2.38 -1.77 2.75
O -1.42 -1.17 1.91
O -2.79 -3.19 2.13
C -2.73 -3.27 0.69
C -1.37 -3.61 0.11
C -3.91 -0.88 2.61
H -3.18 -2.38 0.26
H -3.39 -4.11 0.43
H -0.77 -2.72 -0.07
H -1.48 -4.22 -0.80
H -0.87 -4.32 0.78
H -3.85 -0.41 1.63
H -4.06 -0.16 3.41
H -4.71 -1.62 2.75
```



Record 12
Molecular formula: C3H3NO2
Method: DFT, the ωB97M-V functional and the def2-TZVPD basis

Calculated values
Spin multiplicity   1
Charge   0
Calculated total energy   -8738.1463 eV
ΔE to the lowest compared entry with this formula, charge and spin   673.94 kJ/mol

Structure (XYZ):
```
9
C3H3NO2, DFT the ωB97M-V functional and the def2-TZVPD basis
C -0.37 -1.20 -0.61
C -0.90 -0.11 0.03
C 0.96 -0.77 -0.16
N 0.17 0.03 0.87
O 2.12 -0.88 -0.35
O 0.64 2.20 0.40
H -0.64 -2.24 -0.96
H -1.75 0.41 0.14
H -0.23 2.57 0.64
```